Computed, not measured: a molecular structure, C42H58N3O2P2SSi3Sr, with ωB97M-V/def2-TZVPD.

The geometry in XYZ format:
```
112
Properties=species:S:1:pos:R:3:lowdin_charge:R:1
Sr 0.06596 -0.22654 -0.76660 1.3203
O -0.40062 -0.48642 1.70915 -0.5113
P 0.42246 -0.66202 2.94608 0.7260
C 2.15282 -1.06403 2.55223 -0.2704
P 2.97749 -0.15567 1.20052 0.7472
O 2.39634 -0.59008 -0.11707 -0.4844
C 4.70149 -0.60982 1.35125 -0.3000
C 5.33075 -1.14279 0.23112 -0.0518
C 6.66377 -1.52306 0.30817 -0.0551
C 7.36012 -1.37406 1.49699 -0.0591
C 6.73233 -0.84418 2.61922 -0.0640
C 5.40410 -0.46345 2.54868 -0.0897
C 2.83736 1.62109 1.45224 -0.2578
C 3.97116 2.43322 1.47640 -0.0576
C 3.83687 3.80763 1.61479 -0.0577
C 2.57860 4.37934 1.73214 -0.0544
C 1.44521 3.57816 1.70343 -0.0556
C 1.57555 2.20784 1.56289 -0.1123
C 0.43390 0.79970 3.98393 -0.2919
C 1.54374 1.21860 4.71271 -0.0782
C 1.47564 2.37038 5.48039 -0.0616
C 0.29971 3.10638 5.52146 -0.0611
C -0.81008 2.68983 4.79881 -0.0566
C -0.74703 1.53800 4.03106 -0.0842
C -0.19247 -2.01911 3.93988 -0.2776
C 0.52064 -2.49809 5.03842 -0.0714
C 0.00044 -3.53005 5.80001 -0.0655
C -1.23539 -4.07657 5.47343 -0.0621
C -1.95285 -3.59088 4.39055 -0.0614
C -1.43378 -2.56017 3.61941 -0.0739
H 2.16455 -2.10164 2.20083 0.0955
H 2.77203 -1.02572 3.45072 0.0571
H 4.77447 -1.25668 -0.69078 0.1075
H 7.15530 -1.93765 -0.56147 0.1135
H 8.39851 -1.67239 1.55445 0.1125
H 7.28108 -0.72872 3.54417 0.1113
H 4.92228 -0.03926 3.42274 0.1065
H 4.95760 2.00265 1.37661 0.1062
H 4.72057 4.43144 1.62806 0.1121
H 2.48141 5.45138 1.84233 0.1120
H 0.45431 4.00392 1.79863 0.1099
H 0.67007 1.61082 1.56775 0.0352
H 2.47394 0.66566 4.68466 0.0949
H 2.34133 2.69596 6.04167 0.1110
H 0.25032 4.00761 6.11827 0.1108
H -1.72566 3.26545 4.82757 0.1119
H -1.60102 1.22980 3.44096 0.0691
H 1.47652 -2.06376 5.30997 0.1068
H 0.55297 -3.90623 6.65042 0.1109
H -1.64081 -4.88153 6.07208 0.1115
H -2.91843 -4.01255 4.14434 0.1121
H -1.98348 -2.17134 2.77177 0.1071
C -1.84508 1.11634 -5.60234 -0.1713
Si -0.69607 0.93944 -4.12070 0.3255
C -1.19725 2.35365 -2.95045 -0.2063
C 1.02329 1.47351 -4.68756 -0.1832
C -0.72700 -0.68779 -3.27354 -0.5961
Si 0.42973 -1.91815 -4.03140 0.3434
C 0.16368 -3.69640 -3.44750 -0.1724
C 0.32388 -2.00098 -5.91153 -0.1712
C 2.23893 -1.58737 -3.58314 -0.1747
Si -2.37975 -1.38853 -2.97834 0.3917
C -3.21575 -2.27281 -4.41376 -0.1660
C -3.66857 -0.17325 -2.32528 -0.1720
C -2.21891 -2.69327 -1.57461 -0.2958
C -3.01856 -3.83385 -1.50690 -0.0566
C -2.81249 -4.77947 -0.51772 -0.0475
C -1.80233 -4.56675 0.40815 -0.0545
C -1.06394 -3.40386 0.30399 -0.1641
N -1.25708 -2.48871 -0.64757 -0.0470
H -1.74443 2.09769 -6.07297 0.0324
H -2.89304 0.99282 -5.31526 0.0209
H -1.62116 0.35852 -6.35670 0.0275
H -1.18831 3.30063 -3.49891 0.0429
H -0.50610 2.46885 -2.10243 0.0067
H -2.20040 2.18961 -2.55191 0.0048
H 0.96479 2.48444 -5.09985 0.0349
H 1.44535 0.82890 -5.45966 0.0207
H 1.73668 1.49936 -3.85821 0.0262
H -0.83775 -4.08256 -3.64438 0.0200
H 0.36220 -3.81959 -2.38025 0.0232
H 0.86927 -4.33431 -3.98731 0.0377
H -0.68835 -2.26856 -6.22539 0.0271
H 1.00521 -2.75995 -6.30516 0.0337
H 0.57516 -1.05272 -6.39103 0.0166
H 2.86164 -2.39042 -3.98812 0.0363
H 2.40457 -1.57724 -2.50007 -0.0020
H 2.61443 -0.64547 -3.98492 0.0145
H -3.29686 -1.57895 -5.25442 0.0303
H -4.22758 -2.60295 -4.16493 0.0309
H -2.65086 -3.13957 -4.76168 0.0265
H -3.91602 0.57743 -3.08113 0.0275
H -3.34724 0.34777 -1.41948 -0.0203
H -4.58765 -0.71578 -2.08748 0.0368
H -3.78727 -3.98678 -2.25330 0.1032
H -3.41952 -5.67498 -0.47475 0.1125
H -1.58840 -5.27987 1.19255 0.1077
H -0.27576 -3.19487 1.01993 0.0957
C -5.62320 3.62562 0.08358 -0.0662
N -4.43236 3.13976 0.77760 -0.0387
C -3.19347 3.08080 0.24905 -0.8241
S -2.15230 1.83023 0.74440 0.6474
N -2.80844 4.01771 -0.62146 -0.0243
C -3.34363 5.36663 -0.74996 -0.0571
H -6.46677 3.01707 0.39932 0.0914
H -5.51029 3.50867 -0.99326 0.0916
H -5.84711 4.66559 0.31371 0.0787
H -4.58536 2.41171 1.45584 0.1055
H -1.92243 3.82927 -1.06308 0.0808
H -3.71706 5.71402 0.21155 0.0905
H -4.13744 5.43720 -1.49216 0.0836
H -2.53152 6.02207 -1.05520 0.0922
```

- Energy relative to the best compared isomer or geometry (same formula, charge and spin): 6.6 kcal/mol
- E_HOMO: -0.3375 Eh
- Total charge: +1

***

Computed, not measured: 2 unconnected molecules or ions with the total composition C5H3Cl at a distorted geometry, with ωB97M-V/def2-TZVPD.

The geometry in XYZ format:
```
9
Properties=species:S:1:pos:R:3:lowdin_charge:R:1
C -1.90635 1.61356 -0.22800 -0.1051
C 0.07874 -1.95628 -0.38546 0.1714
C -0.81171 1.29286 0.06654 -0.0433
C 0.62501 -0.99952 0.04772 -0.2762
C 1.26739 0.08431 0.54339 -0.6086
Cl 2.63803 0.76616 -0.09101 0.7742
H -2.61222 1.98541 -0.92972 -0.0058
H -0.57531 -2.78804 -0.56492 0.0576
H 1.29641 0.00156 1.54146 0.0359
```

- Energy relative to the best compared isomer or geometry (same formula, charge and spin): 111.5 kcal/mol
- E_HOMO (alpha / beta): -0.3500 / -0.3512 Eh
- Total charge: 0

***

Computed, not measured: 2 unconnected molecules or ions with the total composition C2H8NS at a distorted geometry, with ωB97M-V/def2-TZVPD.

The geometry in XYZ format:
```
12
Properties=species:S:1:pos:R:3:lowdin_charge:R:1
N -3.53574 -1.70134 -1.59829 -0.0018
H -3.13671 -2.67464 -1.39000 0.0417
H -2.70316 -1.16012 -1.92783 0.0209
H -3.70443 -1.23873 -0.81467 -0.0852
C 2.57378 0.01850 0.85937 -0.2558
C 1.54405 0.77876 0.01633 -0.9209
S -0.16805 0.63741 0.47830 0.0307
H 2.77435 -1.05850 0.62630 0.0597
H 2.49468 0.18753 1.89027 0.0163
H 3.52052 0.59263 0.64549 0.0526
H 1.66309 0.49210 -1.06650 0.0364
H 1.82367 1.78692 0.31800 0.0054
```

- Energy relative to the best compared isomer or geometry (same formula, charge and spin): 22.2 kcal/mol
- E_HOMO: -0.0805 Eh
- Total charge: -1

***

Computed, not measured: a molecular structure, C28H47BrNP3Pt at a distorted geometry, with ωB97M-V/def2-TZVPD.

The geometry in XYZ format:
```
81
Properties=species:S:1:pos:R:3:lowdin_charge:R:1
C -0.16624 -4.34389 5.99846 -0.0105
C -1.02715 -4.35717 4.88390 -0.2255
C -2.16354 -5.14282 5.05752 -0.0309
C -2.39397 -5.86462 6.24341 -0.1172
N -1.57842 -5.85439 7.30215 0.0779
C -0.47481 -5.09526 7.16457 -0.1074
C -0.75797 -3.65709 3.60745 0.1055
C -0.19252 -3.04918 2.69801 0.0296
C 0.75439 -2.24784 1.98579 -0.2806
C 0.97101 -0.97385 2.48007 -0.0393
C 1.54075 -0.02407 1.62885 -0.2322
C 1.99238 -0.31482 0.29509 -0.4478
C 2.00426 -1.71910 -0.01305 -0.1376
C 1.35030 -2.67181 0.78395 -0.0362
Pt -0.47488 -0.16455 0.39491 0.6205
P -0.51575 2.42962 -0.51467 0.9534
H -2.81308 -5.20363 4.20184 0.1059
H 0.75242 -3.76955 5.91052 0.1085
H -3.30009 -6.48149 6.28171 0.1177
H 0.22960 -5.06113 8.00163 0.1148
H 1.30045 -3.77480 0.55404 0.1586
H 0.65370 -0.81070 3.51115 0.1461
H 2.43421 -2.14831 -0.91763 0.1022
H 1.72896 0.94020 2.02759 0.0561
C -0.22145 3.41504 -2.15012 -0.3808
C -1.33233 4.33802 -2.69323 -0.1251
H 0.04068 2.64573 -2.89151 0.0141
H 0.72891 3.99771 -2.06461 0.0762
H -0.91465 4.87483 -3.55639 0.0880
H -2.22344 3.77217 -3.02224 0.0729
H -1.60041 5.12490 -1.96225 0.0661
C -2.31383 2.67816 -0.21209 -0.4324
C -2.52547 2.28204 1.24741 -0.1839
H -2.85331 1.99378 -0.92005 0.0716
H -2.67443 3.72721 -0.36395 0.0899
H -3.49193 1.78369 1.36629 0.0782
H -1.75335 1.58422 1.66334 0.0311
H -2.63357 3.15752 1.91957 0.0916
C 0.19612 3.84059 0.57946 -0.3793
C -0.52918 5.17120 0.63745 -0.1207
H 1.24545 3.99365 0.28094 0.0433
H 0.27500 3.42054 1.58810 0.0669
H -0.13751 5.75038 1.47249 0.0898
H -0.34658 5.79361 -0.23058 0.0731
H -1.60159 5.08868 0.80238 0.0664
Br 1.97801 0.46498 -2.24583 0.3871
P -1.27605 -1.55811 -3.03447 1.1484
C -1.87549 0.12489 -2.95430 -0.3884
C -2.94436 0.43502 -4.04078 -0.1082
H -0.97445 0.76416 -3.01710 0.0422
H -2.26770 0.22422 -1.92597 0.0471
H -3.49008 1.36206 -3.77122 0.0810
H -2.47594 0.65464 -5.00968 0.0856
H -3.68838 -0.36970 -4.16484 0.0801
C 0.29693 -1.70139 -3.82733 -0.4523
C 0.40614 -2.41913 -5.17874 -0.1094
H 0.97688 -2.21616 -3.14256 0.0697
H 0.62905 -0.67038 -3.98633 -0.0102
H 1.36286 -2.14623 -5.64251 0.0910
H 0.43736 -3.50487 -5.03373 0.0844
H -0.37392 -2.09763 -5.87733 0.0801
C -1.26945 -2.37203 -1.44319 -0.3875
C -2.42033 -3.43997 -1.37827 -0.1037
H -1.31983 -1.52376 -0.64942 0.0182
H -0.27247 -2.84778 -1.37411 0.0728
H -2.18625 -4.08976 -0.51864 0.0803
H -3.38979 -2.93533 -1.15646 0.0927
H -2.44728 -4.06337 -2.31084 0.0936
C 3.58889 2.28774 1.55921 -0.1849
P 3.10457 1.42760 -0.06462 0.7652
C 3.51895 2.91206 -1.10966 -0.2464
C 4.61488 0.45375 -0.28412 -0.2243
H 2.84327 3.04265 1.87848 0.0509
H 4.55017 2.79930 1.40813 0.0673
H 3.73822 1.55913 2.37623 0.0654
H 4.42592 3.45976 -0.80872 0.0785
H 3.63975 2.62093 -2.15360 0.0229
H 2.69908 3.62496 -1.11029 0.0117
H 5.51831 0.93914 0.09498 0.0745
H 4.43711 -0.51357 0.18777 0.0526
H 4.71827 0.23878 -1.34782 0.0437
```

- Energy relative to the best compared isomer or geometry (same formula, charge and spin): 98.8 kcal/mol
- E_HOMO (alpha / beta): -0.4920 / -0.4919 Eh
- 2S+1: 3
- ⟨S²⟩: 2.01
- Total charge: +2